Run one
Molecular formula: C5H9N2OS
Method: DFT, wB97M-V/def2-TZVPD

Values from the calculation:
HOMO-LUMO gap	0.309	hartree
LUMO energy	-0.1717	Eh
HOMO	-13.0759	eV
charge	+1

Each atom is followed by the atoms it is bonded to, with distances in Å.
Cartesian coordinates (Å):
1 C -1.3288 0.0002 2.0198  C2 1.331, C4 1.400, H10 1.026
2 C -1.9770 -0.7922 2.8701  C1 1.331, S9 1.790, H11 1.020
3 C 0.1528 -1.7627 2.0585  C4 1.374, S9 1.684, H12 1.115
4 C -0.0319 -0.4408 1.7317  C1 1.400, C3 1.374, C5 1.461
5 C 0.9267 0.1732 0.8167  C4 1.461, O8 1.322
6 N 0.1225 1.8814 0.0607  H13 1.098, H14 1.010
7 N 0.8345 -1.0086 -0.8839  H15 1.018, H16 1.022, H17 1.024
8 O 2.1433 0.4268 1.2676  C5 1.322, H18 0.987
9 S -1.0050 -2.2650 3.1727  C2 1.790, C3 1.684
10 H -1.5264 0.9519 1.6918  C1 1.026
11 H -2.8587 -0.6641 3.3672  C2 1.020
12 H 1.0397 -2.3779 1.7782  C3 1.115
13 H 0.4999 1.8536 -0.9695  N6 1.098
14 H 0.7106 2.6081 0.4419  N6 1.010
15 H 1.0998 -0.5085 -1.7296  N7 1.018
16 H -0.1132 -1.3059 -1.1231  N7 1.022
17 H 1.4290 -1.8387 -0.9567  N7 1.024
18 H 2.3885 1.3198 0.9260  O8 0.987

Löwdin atomic charge list, values in e, 6 entries: number 1, C, carries -0.141; number 2, C, carries -0.272; number 3, C, carries -0.386; number 4, C, carries -0.346; number 5, C, carries -0.108; number 6, N, carries 0.091

---

Run two
Molecular formula: C5H9N2OS
Method: DFT, wB97M-V/def2-TZVPD

Values from the calculation:
HOMO-LUMO gap	0.315	hartree
LUMO energy	-0.1561	Eh
HOMO	-12.8130	eV
charge	+1

Each atom is followed by the atoms it is bonded to, with distances in Å.
Cartesian coordinates (Å):
1 C 2.9186 1.4029 0.1268  S2 1.762, H10 1.108, H11 1.100, H12 1.119
2 S 2.8401 -0.3311 -0.1750  C1 1.762, C3 1.831
3 C 1.0533 -0.5837 0.1340  S2 1.831, O4 1.226, C5 1.485
4 O 0.4303 0.4185 0.4654  C3 1.226
5 C 0.3289 -1.8024 -0.3095  C3 1.485, C6 1.516, H13 1.113, H14 1.115
6 C -1.1441 -1.8197 0.0473  C5 1.516, N7 1.274, H15 1.116
7 N -2.0455 -0.9249 0.1506  C6 1.274, C8 1.369
8 C -2.0674 0.4121 0.4449  N7 1.369, N9 1.310, H16 1.131
9 N -2.5453 1.3858 -0.2904  C8 1.310, H17 1.011, H18 1.024
10 H 3.7360 1.8996 -0.4317  C1 1.108
11 H 2.8201 1.7491 1.1662  C1 1.100
12 H 2.0100 1.7212 -0.4428  C1 1.119
13 H 0.6605 -2.8230 -0.0163  C5 1.113
14 H 0.2683 -1.6189 -1.4075  C5 1.115
15 H -1.5439 -2.8612 0.0428  C6 1.116
16 H -1.8039 0.4653 1.5431  C8 1.131
17 H -2.9848 2.1796 0.1558  N9 1.011
18 H -2.9311 1.1308 -1.2036  N9 1.024

Löwdin atomic charge list, values in e, 6 entries: number 1, C, carries -0.413; number 2, S, carries 0.937; number 3, C, carries -0.644; number 4, O, carries -0.042; number 5, C, carries -0.102; number 6, C, carries -0.058

---

Relative calculated energies, zero for the most stable structure, unit hartree: run one 0.0991; run two 0.0000.